(1)
Computed, not measured: the molecule C5H12N4, with the ωB97M-V functional and the def2-TZVPD basis.

Output
SMILES: C/C(=N/N1C[C@@H]1C)NN
charge: 0
energy above the lowest of the compared OMol25 structures with the same formula, charge and spin: 317.4 kJ/mol

Last columns: bonded neighbours and bond lengths (Å).
Atoms and positions in Å:
1 C -2.54027 0.73068 1.16802  C2 1.527, H6 1.043, H7 1.137, H8 1.093
2 C -2.21183 -0.51026 0.34033  C1 1.527, C3 1.444, H9 1.101, N18 1.499
3 C -2.21999 -0.48849 -1.10311  C2 1.444, H10 1.126, H11 1.113, N18 1.495
4 C 1.09802 0.43489 -0.25030  C5 1.471, N19 1.289, N20 1.383
5 C 2.07721 1.53068 -0.31720  C4 1.471, H12 1.091, H13 1.082, H14 1.119
6 H -1.71942 0.82176 1.80427  C1 1.043
7 H -2.59488 1.64935 0.50011  C1 1.137
8 H -3.44707 0.57051 1.75670  C1 1.093
9 H -2.45969 -1.41962 0.90872  C2 1.101
10 H -2.58084 -1.38125 -1.68724  C3 1.126
11 H -2.26778 0.52618 -1.55845  C3 1.113
12 H 2.62408 1.69657 0.61169  C5 1.091
13 H 1.48575 2.41514 -0.51099  C5 1.082
14 H 2.84169 1.35852 -1.11663  C5 1.119
15 H 0.94826 -1.58840 -0.00214  N20 1.001
16 H 2.87941 -0.42469 1.45337  N21 1.006
17 H 3.69598 -0.98509 0.15238  N21 1.050
18 N -0.90944 -0.60994 -0.39417  C2 1.499, C3 1.495, N19 1.442
19 N -0.16832 0.62726 -0.39424  C4 1.289, N18 1.442
20 N 1.60793 -0.84303 -0.10622  C4 1.383, H15 1.001, N21 1.470
21 N 2.80920 -1.09201 0.70345  H16 1.006, H17 1.050, N20 1.470

Atom charges from the Mulliken analysis, given in e for atoms 1 to 4: -1.17 0.06 -0.51 0.48

=====

(2)
Computed, not measured: the molecule C5H12N4O2, with the ωB97M-V functional and the def2-TZVPD basis.

Output
SMILES: CC[C@@H](NN=C(N)N)C(=O)O
charge: 0
energy above the lowest of the compared OMol25 structures with the same formula, charge and spin: 561.3 kJ/mol

Last columns: bonded neighbours and bond lengths (Å).
Atoms and positions in Å:
1 C -1.20489 -1.15788 -1.78917  C2 1.413, H6 1.017, H7 1.071, H8 1.226
2 C -1.40943 0.19402 -1.43441  C1 1.413, C3 1.511, H9 1.170, H10 1.181
3 C -1.49631 0.28047 0.07182  C2 1.511, C5 1.593, H11 1.014, N18 1.577
4 C 2.00415 -0.32329 0.92161  N19 1.313, N20 1.446, N21 1.403
5 C -2.09331 1.64686 0.63251  C3 1.593, O22 1.497, O23 1.321
6 H -0.32897 -1.54370 -1.44472  C1 1.017
7 H -2.02220 -1.65473 -1.30777  C1 1.071
8 H -1.45525 -1.59841 -2.90506  C1 1.226
9 H -2.07520 0.77658 -2.19973  C2 1.170
10 H -0.39849 0.64762 -1.84247  C2 1.181
11 H -2.11912 -0.33960 0.57770  C3 1.014
12 H -0.14400 -0.07958 1.70776  N18 0.995
13 H 4.08054 -0.10999 0.65942  N20 1.022
14 H 3.15483 1.35190 0.27194  N20 1.109
15 H 2.54143 -2.17520 1.21952  N21 0.973
16 H 1.26114 -2.04924 1.80549  N21 0.987
17 H -0.11340 2.39870 0.26683  O22 1.020
18 N -0.14954 -0.21955 0.72257  C3 1.577, H12 0.995, N19 1.513
19 N 1.11518 0.60830 0.66496  C4 1.313, N18 1.513
20 N 3.18685 0.24453 0.31255  C4 1.446, H13 1.022, H14 1.109
21 N 2.06316 -1.48276 1.70850  C4 1.403, H15 0.973, H16 0.987
22 O -1.08706 2.70166 0.29196  C5 1.497, H17 1.020
23 O -3.31013 1.88331 1.08817  C5 1.321

Atom charges from the Mulliken analysis, given in e for atoms 1 to 4: -1.13 -0.16 -0.43 0.43

=====

(3)
Computed, not measured: a cluster of 2 separate species, C5H12N5 in total, with the ωB97M-V functional and the def2-TZVPD basis.

Output
charge: +1
energy above the lowest of the compared OMol25 structures with the same formula, charge and spin: 319.3 kJ/mol

Last columns: bonded neighbours and bond lengths (Å).
Atoms and positions in Å:
1 C -0.67648 2.33206 0.46693  C3 1.530, N6 1.302, H11 1.116
2 C -1.06535 0.49932 -0.61663  C4 1.578, N6 1.357, N7 1.319
3 C -1.04207 2.94227 -0.88735  C1 1.530, C4 1.468, H12 1.250, H13 1.088
4 C -1.39168 1.69993 -1.58736  C2 1.578, C3 1.468, H14 1.093, H15 1.149
5 C 1.13051 -1.28782 1.42003  N8 1.398, N9 1.327, H21 1.162
6 N -0.68525 1.03428 0.57159  C1 1.302, C2 1.357
7 N -1.16316 -0.80583 -0.77814  C2 1.319, H16 1.052, H19 1.048
8 N 2.41236 -1.30034 1.97729  C5 1.398, H17 1.022, H18 1.038
9 N 0.69161 -2.01931 0.40302  C5 1.327, N10 1.409
10 N 1.36264 -3.11611 -0.17287  N9 1.409, H20 1.014, H22 0.978
11 H -0.43442 2.93430 1.37423  C1 1.116
12 H -1.95200 3.77962 -0.70435  C3 1.250
13 H -0.15720 3.40719 -1.31599  C3 1.088
14 H -0.87151 1.67437 -2.54827  C4 1.093
15 H -2.50828 1.61266 -1.84350  C4 1.149
16 H -0.61412 -1.36138 -0.07373  N7 1.052
17 H 2.62823 -0.96102 2.91682  N8 1.022
18 H 3.15755 -1.88989 1.56061  N8 1.038
19 H -1.42891 -1.18500 -1.71809  N7 1.048
20 H 0.61327 -3.57966 -0.67501  N10 1.014
21 H 0.24948 -0.62961 1.79583  C5 1.162
22 H 1.74479 -3.78002 0.43497  N10 0.978

Atom charges from the Mulliken analysis, given in e for atoms 1 to 4: -0.25 0.39 -0.37 -0.56

=====

(4)
Computed, not measured: a cluster of 2 separate species, C5H12N5O3 in total, with the ωB97M-V functional and the def2-TZVPD basis.

Output
charge: +1
energy above the lowest of the compared OMol25 structures with the same formula, charge and spin: 0.0 kJ/mol

Last columns: bonded neighbours and bond lengths (Å).
Atoms and positions in Å:
1 C -0.11215 1.07319 -0.03643  C2 1.603, N6 1.299, N8 1.337
2 C 1.14211 0.09566 -0.23522  C1 1.603, N7 1.339, N10 1.385
3 C -1.50768 -0.75785 0.16694  C4 1.421, N6 1.340, N9 1.331
4 C -0.42991 -1.67352 0.02909  C3 1.421, N7 1.346, O13 1.340
5 C 3.41197 0.49299 0.57109  N10 1.468, H14 1.089, H15 1.087, H16 1.093
6 N -1.29459 0.56456 0.13813  C1 1.299, C3 1.340
7 N 0.81193 -1.20045 -0.18294  C2 1.339, C4 1.346, O12 1.379
8 N 0.08058 2.39473 -0.09560  C1 1.337, H18 1.006, H19 1.004
9 N -2.75221 -1.19387 0.34823  C3 1.331, H20 1.006, H21 1.017
10 N 2.44788 0.44706 -0.53524  C2 1.385, C5 1.468, H24 1.015
11 O -4.27808 1.02784 -0.33582  H17 0.960, H22 0.960
12 O 1.80570 -2.13763 -0.37285  N7 1.379, H23 0.979
13 O -0.65661 -2.99193 0.09959  C4 1.340, H25 0.970
14 H 3.39106 -0.44550 1.12226  C5 1.089
15 H 4.40645 0.63295 0.15464  C5 1.087
16 H 3.19808 1.30583 1.27046  C5 1.093
17 H -5.08598 1.43947 -0.64972  O11 0.960
18 H -0.71470 2.97528 0.11209  N8 1.006
19 H 0.99124 2.81049 -0.01810  N8 1.004
20 H -2.93968 -2.18192 0.32690  N9 1.006
21 H -3.50610 -0.51671 0.26316  N9 1.017
22 H -3.62314 1.71815 -0.20931  O11 0.960
23 H 2.56021 -1.66723 -0.78364  O12 0.979
24 H 2.49793 1.28914 -1.10012  N10 1.015
25 H 0.15570 -3.50076 -0.04762  O13 0.970

Atom charges from the Mulliken analysis, given in e for atoms 1 to 4: 0.17 0.28 0.02 0.57

=====

What did the second record say?
Computed, not measured: the molecule C5H12N4O2, with the ωB97M-V functional and the def2-TZVPD basis.

Output
SMILES: CC[C@@H](NN=C(N)N)C(=O)O
charge: 0
energy above the lowest of the compared OMol25 structures with the same formula, charge and spin: 561.3 kJ/mol

Last columns: bonded neighbours and bond lengths (Å).
Atoms and positions in Å:
1 C -1.20489 -1.15788 -1.78917  C2 1.413, H6 1.017, H7 1.071, H8 1.226
2 C -1.40943 0.19402 -1.43441  C1 1.413, C3 1.511, H9 1.170, H10 1.181
3 C -1.49631 0.28047 0.07182  C2 1.511, C5 1.593, H11 1.014, N18 1.577
4 C 2.00415 -0.32329 0.92161  N19 1.313, N20 1.446, N21 1.403
5 C -2.09331 1.64686 0.63251  C3 1.593, O22 1.497, O23 1.321
6 H -0.32897 -1.54370 -1.44472  C1 1.017
7 H -2.02220 -1.65473 -1.30777  C1 1.071
8 H -1.45525 -1.59841 -2.90506  C1 1.226
9 H -2.07520 0.77658 -2.19973  C2 1.170
10 H -0.39849 0.64762 -1.84247  C2 1.181
11 H -2.11912 -0.33960 0.57770  C3 1.014
12 H -0.14400 -0.07958 1.70776  N18 0.995
13 H 4.08054 -0.10999 0.65942  N20 1.022
14 H 3.15483 1.35190 0.27194  N20 1.109
15 H 2.54143 -2.17520 1.21952  N21 0.973
16 H 1.26114 -2.04924 1.80549  N21 0.987
17 H -0.11340 2.39870 0.26683  O22 1.020
18 N -0.14954 -0.21955 0.72257  C3 1.577, H12 0.995, N19 1.513
19 N 1.11518 0.60830 0.66496  C4 1.313, N18 1.513
20 N 3.18685 0.24453 0.31255  C4 1.446, H13 1.022, H14 1.109
21 N 2.06316 -1.48276 1.70850  C4 1.403, H15 0.973, H16 0.987
22 O -1.08706 2.70166 0.29196  C5 1.497, H17 1.020
23 O -3.31013 1.88331 1.08817  C5 1.321

Atom charges from the Mulliken analysis, given in e for atoms 1 to 4: -1.13 -0.16 -0.43 0.43